103
Properties=species:S:1:pos:R:3:forces:R:3 method="wB97M-V/def2-TZVPD" multiplicity=1 orbital_gap_ha=0.179 e_tot_ev=-234606.06818 homo_ha=-0.3108 lumo_ev=-3.5880 fmax_ha_per_bohr=0.18990
S -2.157551 -9.279612 4.016302 -0.627 1.671 2.151
S 6.819459 6.205368 3.188242 -1.213 -1.353 -1.190
S -9.548191 -2.024692 3.644642 -2.552 6.715 4.605
S -3.561831 -7.078652 -3.567798 -7.024 -3.532 5.619
S -1.845081 -5.925742 -4.583468 2.004 4.708 1.901
S -2.034461 -1.328562 0.551132 -0.464 -8.460 4.855
S -9.417701 -3.894822 2.392392 -0.804 -6.491 -1.139
S -3.269151 -11.068172 2.928472 -5.719 -2.859 -4.010
S -1.408551 0.218678 -0.992798 1.042 5.357 -3.855
S -3.867461 3.997418 5.820952 -1.293 0.322 -0.360
S 5.683259 -3.361312 1.684222 -0.654 0.670 -0.587
F -1.251661 -9.251782 5.339622 -0.123 0.631 -0.511
F -3.347111 -1.849602 1.272422 -1.491 -0.051 0.615
F 1.134639 2.199638 -8.667608 0.616 -0.835 -0.936
F -0.075831 7.772258 -11.231358 -0.519 0.439 1.052
F -3.749721 -12.505752 3.339422 -0.837 -1.033 -0.086
F -9.071031 -1.432972 5.080652 0.262 1.127 -0.065
F 2.913809 4.092848 -9.704368 0.917 -0.590 -0.558
F 0.762029 6.010798 -11.940928 0.026 -1.643 -1.119
F 2.898929 2.443528 -7.249068 -0.493 0.354 -1.531
F -1.292071 4.536868 -10.438708 0.412 -1.688 -0.343
F -2.349611 6.047668 -11.525848 -0.196 0.422 -1.713
F -1.865721 0.791298 -2.426678 -0.953 -0.895 -0.339
F -8.522521 -5.196802 2.598832 0.055 -0.510 -0.103
F 2.847669 5.159508 -7.899398 0.530 1.250 1.722
F -5.095551 -6.808152 -3.146798 -1.122 0.152 -0.113
F -1.518341 -4.345862 -4.994858 -0.345 -1.214 0.368
O 0.946149 4.877838 -9.151378 0.279 0.830 0.839
O -8.901651 -3.442132 1.119422 -0.254 0.868 1.461
O 4.822529 -4.423462 1.125902 1.432 0.971 1.052
O -4.352811 3.389728 7.055162 1.015 0.228 -1.052
O -2.467691 -11.362252 1.775182 0.044 0.867 0.123
O -1.262731 -8.918252 2.916622 -1.135 -0.597 1.638
O -3.301941 -8.359132 4.283432 2.986 -1.752 -0.316
O -3.756071 -8.197762 -4.433668 1.470 0.496 -1.039
O -1.617711 -6.626332 -5.783928 -0.054 -0.436 -0.335
O -9.023871 -1.030752 2.671902 -0.931 -2.154 1.568
O -4.554581 -10.321112 2.722482 3.529 -1.421 0.507
O -4.246661 3.385538 4.529662 1.039 0.503 1.498
O -1.275091 1.512338 -0.353678 -0.037 -1.893 0.502
O -0.234191 -0.524962 -1.398268 -1.840 -0.015 1.463
O -1.422691 -0.630412 1.656542 0.167 0.454 -1.786
O 6.908839 6.317728 4.646092 0.275 0.227 -1.627
O 7.245289 7.231458 2.232072 0.258 -0.817 1.426
O 5.051989 -2.117222 2.103882 0.226 -0.865 0.004
O -10.985671 -2.134722 3.906332 1.857 0.885 -1.664
O -3.117611 -7.393072 -2.218498 1.428 0.692 -1.548
O -0.977121 -6.132712 -3.396998 -1.448 0.282 -2.736
O -10.794751 -4.417412 2.409152 2.884 1.542 0.177
O -1.489381 -2.680492 0.197092 -0.603 4.014 -0.091
N -8.822181 -3.326312 3.973932 0.048 -1.828 -4.829
N -2.540251 -10.910562 4.260222 1.998 4.854 0.544
N -3.503961 -5.606242 -4.110558 5.220 -0.689 -1.886
N -2.867541 -0.559632 -0.539858 3.427 1.581 -1.545
C -3.237261 6.631488 5.613542 -0.744 -0.311 0.572
C 6.407529 3.999668 1.581452 0.057 0.221 0.053
C 5.024429 4.391838 2.135892 0.048 -0.202 0.942
C -2.068561 4.527768 5.852072 -0.618 -1.095 0.439
C 7.437839 4.486028 2.619212 -0.025 1.678 0.355
C -4.469761 5.723258 5.736652 -0.409 0.197 0.573
C 8.300159 -2.963952 1.266652 0.714 -0.951 -0.270
C -1.380481 5.833818 -10.653068 0.383 1.125 1.371
C 6.984879 -2.896702 0.475792 -0.536 -0.754 0.424
C 2.162089 4.333268 -8.618928 -1.707 0.028 -3.639
C 8.184139 -4.138892 2.228512 -1.563 -1.046 0.719
C 0.904239 6.282578 -9.661838 1.105 -0.703 1.120
C 0.053969 6.457328 -10.916818 -0.726 -0.369 0.346
C 6.860249 -3.890672 3.018672 -0.017 -0.386 -0.900
C 5.077289 5.813758 2.692252 0.380 0.303 0.470
C 1.824819 3.024958 -7.900388 -1.004 0.886 2.736
C -2.101921 5.795068 5.100212 0.220 1.319 -1.955
Li 1.103329 -7.166382 -0.283218 -0.465 0.013 -0.063
Li -5.512231 -4.732342 5.644692 -0.210 -0.196 -0.312
Li -5.744951 1.008208 0.708332 0.233 -0.201 0.341
Li -4.592221 -2.141562 -3.231718 0.472 -0.555 0.068
H 8.645499 -2.134002 1.883122 -0.257 0.532 -0.743
H 6.389279 -4.707282 3.565892 0.251 -0.180 -0.212
H 4.523259 5.933908 3.623232 -0.232 0.019 -0.214
H 9.019609 -4.371712 2.888732 0.127 0.829 0.117
H 6.534709 4.418988 0.583402 0.354 0.383 0.150
H 9.039179 -3.347432 0.563172 0.494 0.981 -0.067
H 6.979549 -3.049522 3.701562 -0.178 0.138 -0.205
H -1.384871 3.783818 5.443182 -0.352 -0.172 0.074
H 8.138939 -5.063942 1.653762 -0.523 -0.126 -0.160
H 7.487619 3.904418 3.539732 -0.287 -0.142 -0.109
H 4.804519 3.719758 2.965372 0.024 -0.106 0.116
H -2.901691 6.894588 6.616672 -0.509 0.571 0.148
H 4.164469 4.289228 1.474042 0.362 -0.028 -0.388
H 1.904979 6.615498 -9.937118 0.060 -0.105 -0.015
H -5.045461 6.013828 6.615422 0.262 -0.576 0.398
H 0.545809 6.954588 -8.882078 -0.148 -0.220 0.124
H 4.769039 6.543918 1.943952 0.180 0.129 0.202
H 6.623079 -2.023122 -0.066478 0.369 0.407 0.608
H -5.246071 5.753688 4.972122 0.594 0.001 -0.603
H -1.830851 4.739948 6.894452 -0.102 -0.320 0.157
H -2.293161 5.655668 4.036212 0.306 -0.457 -0.184
H 6.493009 2.924038 1.427152 -0.075 -0.059 0.250
H -1.774351 6.248818 -9.725308 0.458 0.544 0.325
H 1.140149 3.283348 -7.092578 0.009 0.278 0.223
H -3.483141 7.510038 5.017062 0.350 0.015 0.117
H 6.990989 -3.671842 -0.290508 0.069 -0.286 0.192
H -1.183841 6.377918 5.174412 0.208 -0.274 0.073
H 8.462909 4.701218 2.317522 -0.116 -0.268 -0.439